ORCA calculation (wB97M-V/def2-TZVPD) on a structure of composition C42H50F2N9OPdS.

Computed properties:
* ⟨S²⟩: 2.006
* E_tot: -79569.528 eV
* E_HOMO (alpha / beta): -9.08 / -9.70 eV
* charge: +1
* orbital gap (alpha / beta): 0.251 / 0.248 Eh
* ΔE to the lowest compared entry with this formula, charge and spin: 0.000 eV
* 2S+1: 3
* E_LUMO (alpha / beta): -2.25 / -2.94 eV

The geometry in XYZ format:
```
106
Properties=species:S:1:pos:R:3:lowdin_spin:R:1
Pd 0.5178 0.2393 0.0092 1.2757
F -1.5608 -0.0885 4.9947 0.0034
C -0.4386 -0.0306 4.2517 0.0067
C -0.5427 -0.0489 2.8734 0.0262
C 0.6057 0.0219 2.1019 0.2117
C 1.8702 0.0606 2.7160 0.0341
C 1.9028 0.0927 4.1130 0.0085
F 3.0828 0.1771 4.7747 0.0050
C 0.7748 0.0547 4.9063 -0.0065
C 3.0831 0.0390 1.8606 0.0105
C 4.3885 -0.1365 2.3320 -0.0008
C 5.4392 -0.1447 1.4382 0.0027
C 5.1945 0.0257 0.0849 0.0002
C 3.8806 0.1738 -0.3126 0.0073
N 2.8595 0.1684 0.5413 0.0621
H -1.5236 -0.1430 2.4300 0.0036
H 0.8476 0.0781 5.9809 -0.0005
H 4.5712 -0.2689 3.3829 0.0002
H 6.4471 -0.2827 1.8015 0.0002
H 5.9883 0.0351 -0.6445 0.0002
H 3.6249 0.2901 -1.3580 0.0004
C 1.2661 -2.9660 0.2286 0.0043
N 0.4534 -3.0238 -0.9677 0.0020
C 1.1106 -3.5910 -2.1257 0.0001
C -0.7275 -2.3684 -1.0565 0.0084
N -0.9762 -1.3291 -0.2820 0.1019
C -2.3280 -1.1757 0.1041 0.0006
C -2.9826 -2.2692 0.6138 0.0096
C -4.3834 -2.2942 0.7460 -0.0006
C -5.1144 -1.2313 0.3112 0.0072
C -4.4686 -0.0583 -0.1589 -0.0001
C -5.2511 1.0170 -0.6582 0.0032
C -4.6509 2.1428 -1.1308 -0.0009
C -3.2588 2.2954 -0.9939 0.0058
C -2.4818 1.3133 -0.4367 0.0029
N -1.1554 1.6335 -0.0591 0.0848
C -0.9924 2.7341 0.6544 0.0142
N -1.9189 3.2919 1.4738 0.0127
C -2.9848 2.5452 2.1138 0.0013
C -2.0270 4.7250 1.6332 0.0011
N 0.1964 3.4083 0.5951 0.0025
C 1.1032 3.1254 -0.4940 0.0215
C 0.8634 3.7809 1.8347 0.0008
C -3.0572 0.0309 -0.1527 0.0048
N -1.6020 -2.8603 -1.9771 0.0063
C -2.6549 -2.0458 -2.5470 0.0004
C -1.8000 -4.2865 -2.1300 0.0008
H 1.7003 -3.9544 0.3963 0.0002
H 0.6514 -2.6886 1.0863 0.0015
H 2.0807 -2.2424 0.1274 0.0017
H 2.1095 -3.1577 -2.2111 0.0000
H 0.5477 -3.3507 -3.0248 0.0000
H 1.1996 -4.6769 -2.0377 0.0002
H -2.4052 -3.1529 0.8467 0.0003
H -4.8698 -3.1727 1.1399 -0.0002
H -6.1936 -1.2522 0.3267 0.0004
H -6.3244 0.9034 -0.6837 0.0002
H -5.2386 2.9413 -1.5598 -0.0001
H -2.7977 3.2396 -1.2485 0.0003
H -2.7628 1.4853 2.1025 0.0000
H -3.9447 2.7158 1.6204 0.0004
H -3.0489 2.8675 3.1547 0.0006
H -1.2897 5.2301 1.0166 0.0000
H -1.8794 5.0151 2.6749 0.0007
H -3.0263 5.0414 1.3251 0.0002
H 0.5895 3.1743 -1.4554 0.0002
H 1.5333 2.1124 -0.4027 0.0081
H 1.9264 3.8371 -0.4637 0.0012
H 0.1593 3.7495 2.6598 0.0000
H 1.2781 4.7857 1.7542 0.0002
H 1.6715 3.0727 2.0456 0.0004
H -2.4328 -0.9894 -2.4220 0.0000
H -3.6202 -2.2504 -2.0751 0.0002
H -2.7286 -2.2585 -3.6171 0.0002
H -1.1123 -4.8335 -1.4922 0.0000
H -1.6464 -4.6019 -3.1635 0.0005
H -2.8238 -4.5386 -1.8388 0.0000
C 0.9839 -1.7933 -7.8142 0.0001
C 1.9762 -1.2278 -6.8102 0.0002
C 1.6094 -1.5254 -5.3641 0.0013
N 0.3751 -0.8411 -4.9991 0.0033
C 0.1799 -0.1273 -3.9070 0.0059
S 1.2804 -0.0084 -2.6389 0.0238
N -1.0138 0.5443 -3.7616 0.0005
C -2.1077 0.7383 -4.6117 0.0001
O -3.1925 0.9315 -4.1190 0.0004
C -1.8782 0.7674 -6.0838 0.0000
C -0.7785 1.4228 -6.6326 0.0000
C -0.6532 1.5119 -8.0095 0.0000
C -1.6073 0.9262 -8.8303 0.0000
C -2.6970 0.2642 -8.2835 0.0000
C -2.8441 0.1948 -6.9067 0.0000
H 1.3082 -1.6005 -8.8346 0.0000
H -0.0064 -1.3442 -7.7229 0.0000
H 0.8723 -2.8717 -7.7003 0.0000
H 2.0594 -0.1448 -6.9346 0.0000
H 2.9703 -1.6369 -6.9944 0.0000
H 2.3824 -1.2004 -4.6667 0.0008
H 1.4570 -2.5993 -5.2186 0.0001
H -0.3529 -0.8431 -5.7026 0.0002
H -1.1860 0.8631 -2.8082 -0.0003
H -0.0378 1.8770 -5.9876 0.0000
H 0.1827 2.0414 -8.4427 0.0000
H -1.5031 0.9915 -9.9037 0.0000
H -3.4403 -0.1827 -8.9264 0.0000
H -3.7054 -0.2811 -6.4619 0.0000
```

ORCA calculation (wB97M-V/def2-TZVPD) on a structure of composition C32H27F5FeGeN3O3S at a distorted geometry.

Computed properties:
* ⟨S²⟩: 6.018
* E_tot: -159557.624 eV
* E_HOMO (alpha / beta): -11.03 / -11.87 eV
* charge: +1
* orbital gap (alpha / beta): 0.296 / 0.304 Eh
* ΔE to the lowest compared entry with this formula, charge and spin: 0.000 eV
* 2S+1: 5
* E_LUMO (alpha / beta): -2.99 / -3.60 eV

The geometry in XYZ format:
```
73
Properties=species:S:1:pos:R:3:lowdin_spin:R:1
Fe 0.5543 -0.7832 1.2095 3.6062
C 5.1577 -0.6770 2.1767 0.0007
N 4.5062 -1.3693 1.0729 0.0024
C 5.1746 -2.2249 0.2616 0.0001
C 4.5396 -2.9166 -0.7143 0.0021
C 3.1308 -2.7182 -0.8435 0.0026
N 2.4950 -1.8550 -0.0647 0.0219
C 3.1604 -1.1992 0.8830 0.0088
O 2.5242 -0.4184 1.6322 0.0510
N 2.4153 -3.3793 -1.7513 -0.0002
H 6.2195 -0.9037 2.1417 0.0000
H 4.7317 -1.0148 3.1197 0.0001
H 5.0053 0.3963 2.0782 0.0002
H 6.2333 -2.3177 0.4529 0.0000
H 5.0827 -3.5978 -1.3487 0.0003
H 2.8250 -4.0996 -2.3187 0.0000
H 1.4145 -3.2767 -1.7448 0.0002
O -7.3504 -0.6614 -1.3018 0.0001
C -6.6266 -1.2673 -0.3377 0.0004
O -7.1616 -1.8109 0.5820 0.0008
C -5.1337 -1.2034 -0.4813 0.0035
C -4.4891 -1.0629 -1.7060 -0.0005
C -3.1084 -1.0481 -1.7673 0.0050
C -2.3512 -1.1496 -0.6062 0.0082
S -0.5655 -1.1849 -0.7532 0.0805
C -2.9936 -1.3328 0.6135 0.0059
C -4.3737 -1.3598 0.6777 -0.0005
H -6.7703 -0.2003 -1.9207 0.0000
H -5.0473 -0.9946 -2.6316 -0.0001
H -2.6198 -0.9660 -2.7223 0.0007
H -2.4198 -1.4784 1.5273 0.0023
H -4.8826 -1.5153 1.6181 0.0000
F 1.4743 -3.3705 2.3220 0.0062
C 0.5351 -2.3964 2.6307 0.0583
F 0.9634 -1.8679 3.8424 0.0167
C -0.7479 -3.1537 2.9868 0.0113
F -1.6461 -2.3031 3.5185 0.0018
F -1.3074 -3.6830 1.8837 0.0015
F -0.5690 -4.1447 3.8612 0.0036
C -3.7128 2.9537 -2.9402 -0.0002
C -3.5592 3.2288 -1.5905 0.0003
C -2.4861 2.6974 -0.8950 0.0002
C -1.5691 1.8654 -1.5257 0.0057
C -1.7491 1.5784 -2.8779 0.0007
C -2.8007 2.1290 -3.5852 0.0002
Ge -0.0358 1.2049 -0.5443 0.0173
C 1.6415 1.6419 -1.4713 -0.0017
C 1.5789 2.1498 -2.7706 -0.0003
C 2.7263 2.5428 -3.4402 0.0000
C 3.9616 2.4357 -2.8272 0.0000
C 4.0434 1.9426 -1.5333 0.0000
C 2.8965 1.5492 -0.8661 -0.0002
C -0.0437 1.5508 1.3903 0.0172
C -1.0594 1.0102 2.1937 0.0089
C -1.0061 1.1100 3.5756 0.0134
C 0.0594 1.7605 4.1750 0.0088
C 1.0591 2.3253 3.3958 0.0102
C 1.0243 2.2073 2.0204 0.0127
H -4.5360 3.3857 -3.4919 0.0000
H -4.2647 3.8711 -1.0822 0.0001
H -2.3696 2.9513 0.1530 0.0001
H -1.0634 0.9156 -3.3930 0.0003
H -2.9160 1.9096 -4.6388 0.0001
H 0.6296 2.2703 -3.2706 0.0000
H 2.6511 2.9420 -4.4429 0.0000
H 4.8558 2.7473 -3.3488 0.0000
H 5.0065 1.8736 -1.0434 0.0000
H 2.9790 1.1865 0.1471 -0.0001
H -1.9324 0.5638 1.7254 0.0029
H -1.7975 0.6815 4.1733 0.0004
H 0.1158 1.8309 5.2514 0.0002
H 1.8769 2.8503 3.8691 0.0003
H 1.8168 2.6468 1.4307 0.0005
```

ORCA calculation (wB97M-V/def2-TZVPD) on a structure of composition C9H9FO2 at a distorted geometry.

Computed properties:
* E_tot: -16287.932 eV
* E_HOMO: -8.34 eV
* charge: 0
* orbital gap: 0.333 Eh
* ΔE to the lowest compared entry with this formula, charge and spin: 2.502 eV
* E_LUMO: 0.72 eV

The geometry in XYZ format:
```
21
Properties=species:S:1:pos:R:3:nbo_charge:R:1
C -1.9759 -1.5552 -1.3252 -0.2177
C -0.5853 -1.6910 -1.3241 -0.1947
C -2.5469 -0.7233 -0.3927 -0.1893
C 0.2710 -1.0426 -0.5039 -0.1997
C -1.7570 0.0482 0.4392 -0.1791
C -0.3846 -0.1594 0.3990 -0.1630
C 0.7166 -0.6771 2.8928 0.4368
C 2.1242 1.7448 0.0784 -0.2734
C 0.5444 0.5117 1.2803 0.5873
O -0.0238 -1.5569 3.1062 -0.4835
O 1.8303 0.7297 1.0221 -0.5227
F -0.0475 1.6751 1.9240 -0.4039
H -2.6329 -2.2266 -1.7450 0.2142
H -0.1622 -2.2205 -2.2061 0.2083
H -3.5364 -0.5004 -0.3599 0.2031
H 1.3527 -1.2994 -0.4232 0.2405
H -2.4071 0.7774 1.0959 0.2418
H 1.5463 -0.4563 3.4932 0.1180
H 1.4362 1.7790 -0.8332 0.1841
H 3.2213 1.6253 -0.1248 0.2049
H 1.8663 2.7014 0.3639 0.1880
```

ORCA calculation (wB97M-V/def2-TZVPD) on the molecule C7H13NO at a distorted geometry.

Computed properties:
* SMILES: CC(C)C[C@H]1CN1C=O
* E_tot: -11005.204 eV
* E_HOMO: -9.75 eV
* charge: 0
* orbital gap: 0.393 Eh
* ΔE to the lowest compared entry with this formula, charge and spin: 2.549 eV
* E_LUMO: 0.94 eV

The geometry in XYZ format:
```
22
Properties=species:S:1:pos:R:3:nbo_charge:R:1
C -0.3570 -2.3006 1.5087 -0.6104
C -0.5923 -0.7844 1.2356 -0.2329
C -0.9451 -0.2549 2.6117 -0.6206
C 0.7292 -0.1572 0.7317 -0.4205
C 0.5870 1.2885 0.1878 -0.0607
C 1.3832 1.5682 -1.1000 -0.2307
N -0.0185 1.3210 -1.2254 -0.4458
C -0.5229 0.1628 -1.8777 0.5292
O -0.1574 -0.2177 -2.9708 -0.5571
H -1.1266 -2.9522 1.8604 0.2202
H 0.0704 -2.7858 0.5685 0.2059
H 0.4022 -2.3318 2.3942 0.2015
H -1.4277 -0.5145 0.4913 0.2001
H -1.6527 0.6817 2.4330 0.2101
H -1.6310 -0.9237 3.1819 0.2178
H 0.0201 -0.0743 3.1804 0.2077
H 1.3833 -0.1626 1.6970 0.2154
H 1.1168 -0.8110 -0.0553 0.2179
H 0.2867 2.0616 0.8445 0.2180
H 1.9422 0.7389 -1.4457 0.2052
H 1.7137 2.6018 -1.3234 0.2128
H -1.4010 -0.1660 -1.2706 0.1167
```

ORCA calculation (wB97M-V/def2-TZVPD) on a cluster of 2 separate species, CH6N2O2S in total at a distorted geometry.

Computed properties:
* E_tot: -19041.521 eV
* E_HOMO: -8.55 eV
* charge: 0
* orbital gap: 0.340 Eh
* ΔE to the lowest compared entry with this formula, charge and spin: 2.377 eV
* E_LUMO: 0.70 eV

The geometry in XYZ format:
```
12
Properties=species:S:1:pos:R:3:nbo_charge:R:1
C -0.0512 0.2088 -0.1960 0.0816
N 0.4940 0.9486 -1.2112 -0.8264
N -1.4012 0.1469 -0.4076 -0.8561
O -0.4747 -2.1191 0.8738 -0.9586
O 1.8214 -1.2739 1.1461 -0.8470
S 0.5587 -1.5428 0.0858 1.5021
H 0.3051 1.0680 1.1840 -0.1087
H 1.4176 1.3177 -0.9992 0.3795
H -0.0480 1.7103 -1.3575 0.3585
H 1.3264 -0.8292 1.7757 0.4754
H -1.8931 0.8446 -0.9312 0.3820
H -2.0550 -0.4801 0.0372 0.4175
```

ORCA calculation (wB97M-V/def2-TZVPD) on a cluster of 2 separate species, C5H12 in total.

Computed properties:
* SMILES: C=C(C)C.C
* E_tot: -5378.944 eV
* E_HOMO: -9.22 eV
* charge: 0
* orbital gap: 0.377 Eh
* ΔE to the lowest compared entry with this formula, charge and spin: 0.996 eV
* E_LUMO: 1.05 eV

The geometry in XYZ format:
```
17
Properties=species:S:1:pos:R:3:nbo_charge:R:1
C -0.1345 0.1364 1.8279 -0.4291
C -0.7017 0.2230 0.6250 0.0409
C -0.7027 1.5119 -0.1617 -0.6523
C -1.3732 -0.9642 -0.0233 -0.6522
H 0.3577 0.9917 2.2865 0.1955
H -0.1256 -0.7978 2.3860 0.1956
H -1.6546 2.0417 -0.0355 0.2218
H -0.5777 1.3252 -1.2354 0.2120
H 0.1035 2.1799 0.1595 0.2192
H -1.0021 -1.9091 0.3878 0.2192
H -2.4582 -0.9280 0.1324 0.2218
H -1.2027 -0.9777 -1.1070 0.2120
C 1.8964 -0.5666 -1.0494 -0.8617
H 2.7369 0.1081 -1.2273 0.2118
H 1.1236 -0.3960 -1.8074 0.2035
H 2.2339 -1.6047 -1.0982 0.2117
H 1.4810 -0.3738 -0.0601 0.2302
```